4 unconnected molecules or ions with the total composition C4H16N2O4S, computed with the ωB97M-V functional and the def2-TZVPD basis.

XYZ file:
```
27
Properties=species:S:1:pos:R:3:lowdin_charge:R:1
O -0.258 2.788 0.469 -0.024
C -0.388 2.146 1.511 -0.314
N -0.887 0.903 1.570 0.084
C -1.014 0.030 0.399 -0.399
C -1.998 0.547 -0.640 -0.491
S -2.008 -0.454 -2.179 0.730
C -1.424 -1.339 0.900 -0.258
N -0.532 -1.801 1.946 0.014
H -0.068 2.600 2.450 0.135
H -0.852 0.327 2.401 0.120
H -0.038 -0.080 -0.073 0.113
H -3.002 0.671 -0.244 0.082
H -1.695 1.531 -0.981 0.056
H -1.280 0.436 -2.856 -0.153
H -2.431 -1.302 1.300 0.124
H -1.487 -1.993 0.041 0.089
H -0.887 -2.631 2.411 0.082
H 0.411 -2.022 1.662 0.050
H 2.559 -0.110 -2.327 0.014
H 3.606 -0.412 -1.204 0.034
O 3.303 -0.667 -2.078 -0.061
H 1.417 2.201 -2.191 0.053
H 1.041 2.053 -0.672 0.012
O 1.454 1.599 -1.439 -0.069
H 1.824 -1.078 0.324 0.016
H 2.376 -2.002 -0.731 0.029
O 2.261 -1.940 0.233 -0.067
```

Calculated values
electronic energy = -970.68273 Ha
SMILES string = NC[C@@H](CS)NC=O.O.O.O
Kohn-Sham gap = 9.86 eV
maximum force = 0.0173 hartree/bohr
ΔE to the lowest compared entry with this formula, charge and spin = 0.0 kJ/mol
charge = 0